This record from the Open Molecules 2025 dataset describes a structure of composition C3O2Yb at a distorted geometry. The level of theory is wB97M-V/def2-TZVPD.

Total charge: -1
HOMO level (spin up / spin down), eV: -2.8 / -2.7
Multiplicity: 2

Geometry as XYZ:
```
6
C3O2Yb | the Open Molecules 2025 dataset | wB97M-V/def2-TZVPD
C -0.350 -0.239 0.577
O -1.094 0.667 0.206
Yb -0.341 -1.393 2.918
C 0.833 0.263 -1.408
C 0.216 1.175 -2.033
O 0.736 -0.474 -0.259
```

These are the natural (NBO) partial charges, in e, on atoms 1 to 4: atom 1 (C): 0.15, atom 2 (O): -0.64, atom 3 (Yb): 0.70, atom 4 (C): -0.24

---

This record from the Open Molecules 2025 dataset describes a structure of composition C60H54AsIN4O4S2Ti at a distorted geometry. The level of theory is wB97M-V/def2-TZVPD.

Total charge: 0
HOMO level (spin up / spin down), eV: -5.9 / -6.3

Geometry as XYZ:
```
127
C60H54AsIN4O4S2Ti | the Open Molecules 2025 dataset | wB97M-V/def2-TZVPD
As -1.773 1.822 -1.897
C 0.492 -4.160 3.058
H -4.775 -4.589 -1.895
H 3.433 -1.261 1.559
H 0.285 -6.216 3.598
C 0.267 -3.671 0.717
H -6.470 1.806 -0.053
O -1.852 -1.141 1.648
C 4.306 -0.866 2.063
C -5.713 2.442 -0.494
C -0.574 5.063 -4.424
C 4.359 0.480 2.422
C 2.721 -1.479 5.247
C -4.853 -4.130 1.473
H 3.484 2.457 2.374
H 7.784 -0.780 -0.568
C -3.513 2.688 -1.489
H -2.166 0.503 -6.848
C 3.195 1.415 2.217
H -0.172 -5.302 -0.573
C -4.534 -4.174 -0.926
C 1.009 4.851 -2.633
H -4.259 2.594 2.866
C -3.558 -3.195 -0.809
H -2.738 4.527 3.140
C -2.480 0.287 -5.834
H -1.294 1.855 -5.013
H -0.111 -6.987 1.277
C 0.187 -2.094 -3.723
H -0.911 5.559 -5.326
N 0.557 -0.698 -1.753
O -0.488 1.089 1.282
C 0.251 3.815 -2.100
C 6.746 -0.731 -0.870
C -0.910 3.370 -2.733
H 1.909 5.181 -2.128
H -3.398 0.305 2.972
C -2.693 1.129 3.062
C -3.258 -2.665 0.437
H 3.530 -1.992 5.753
C -1.999 1.068 -4.789
C -2.262 -1.575 0.542
H 4.454 2.363 0.069
H -6.885 4.235 -0.318
H 5.332 -2.738 2.038
C -5.949 3.803 -0.647
C -2.400 0.829 -3.481
H 2.499 0.023 6.777
N 0.711 -1.840 2.139
C 5.380 -1.697 2.332
H 1.307 0.997 -4.559
H 5.540 2.014 3.344
C 0.033 -5.013 0.449
H 6.800 -2.582 -1.957
C -3.879 -3.149 1.578
C 4.632 0.431 -0.858
H -5.133 5.670 -1.318
C 0.282 -5.503 2.783
H 1.214 6.240 -4.257
H 0.624 -3.846 4.084
C 6.194 -1.740 -1.647
C 5.496 0.970 3.054
H -2.648 3.642 0.887
C 0.058 -5.937 1.480
C 1.217 -1.337 3.343
C 0.270 -1.915 -2.303
H -0.138 -3.053 -4.100
O -1.777 -1.016 -0.507
H 0.734 1.235 5.524
H -3.593 2.484 4.500
C 3.829 1.644 -0.462
C -3.261 -0.243 -3.240
N 0.281 -2.642 -0.217
C -1.333 4.036 -3.882
H -5.341 -4.512 2.358
C 0.519 -3.213 2.026
I -6.698 -6.037 0.040
C 4.862 -1.662 -2.029
H 0.542 -1.182 -5.605
C 6.569 0.133 3.332
O 1.875 -0.005 0.385
H -4.383 -1.872 -4.063
H 3.401 2.127 -1.343
H 4.419 -2.438 -2.639
H 7.344 -1.863 3.187
H 2.397 1.167 2.920
H -3.009 -2.849 -1.677
C 0.975 0.169 -3.948
H 7.444 0.525 3.833
C -4.506 1.896 -0.906
C -5.185 -4.620 0.216
H 0.564 3.340 -1.174
H -2.994 4.705 -2.026
C 2.264 -1.966 4.036
H 6.404 1.125 0.137
C -3.339 2.452 3.440
S -2.014 1.382 1.388
Ti -0.046 -0.859 0.421
C 0.610 5.459 -3.814
C -3.347 -0.765 -5.584
C -3.755 4.054 -1.616
H -1.446 3.449 3.684
N 0.112 -2.971 -1.525
H -4.328 0.839 -0.746
C 0.716 -0.154 3.892
C 5.967 0.344 -0.474
H -3.595 -2.750 2.544
C 0.919 0.297 -2.597
C 6.511 -1.205 2.973
C 1.166 0.327 5.117
S 2.360 1.418 0.619
C 2.161 -0.338 5.814
H -0.937 3.478 1.336
C 4.087 -0.578 -1.644
H 3.056 -0.525 -1.961
H -0.036 0.382 3.339
C -3.726 -1.037 -4.278
H -3.716 -1.374 -6.400
H -3.552 -0.481 -2.227
H 2.722 -2.845 3.603
H -2.268 3.758 -4.352
C -2.328 3.521 3.043
H -1.900 0.820 3.741
C 0.557 -1.069 -4.528
C -1.955 3.198 1.602
H 1.197 1.237 -2.129
C -4.964 4.606 -1.202
```

These are the Mulliken partial charges, in e, on atoms 1 to 4: atom 1 (As): 2.06, atom 2 (C): -0.55, atom 3 (H): 0.44, atom 4 (H): -0.03

---

This record from the Open Molecules 2025 dataset describes an isolated molecule of C2HFIN at a distorted geometry. The level of theory is wB97M-V/def2-TZVPD.

Total charge: 0
HOMO level (spin up / spin down), eV: -8.6 / -8.6
ΔE to the lowest compared entry with this formula, charge and spin, eV: 2.9331

Geometry as XYZ:
```
6
C2HFIN | the Open Molecules 2025 dataset | wB97M-V/def2-TZVPD
N 0.658 -2.422 0.951
F 2.032 -1.092 -1.803
C 2.004 -0.798 -0.533
I 3.550 0.366 0.166
H 1.482 -2.994 1.365
C 1.635 -1.957 0.354
```

These are the natural (NBO) partial charges, in e, on atoms 1 to 4: atom 1 (N): -0.51, atom 2 (F): -0.31, atom 3 (C): 0.09, atom 4 (I): 0.17

---

This record from the Open Molecules 2025 dataset describes a structure of composition C19H43O2P3RuS at a distorted geometry. The level of theory is wB97M-V/def2-TZVPD.

Total charge: +4
HOMO level (spin up / spin down), eV: -19.7 / -20.1
Multiplicity: 5
ΔE to the lowest compared entry with this formula, charge and spin, eV: 5.3026

Geometry as XYZ:
```
69
C19H43O2P3RuS | the Open Molecules 2025 dataset | wB97M-V/def2-TZVPD
C -2.239 -1.881 5.037
H 1.583 -1.013 2.576
C 0.075 3.959 1.458
H 2.282 -3.155 0.488
H -0.969 -4.246 -1.795
C 1.196 -3.309 0.511
H 2.955 2.558 0.254
H -3.748 1.709 0.040
H 0.665 3.022 3.355
H 0.571 0.448 4.979
H -3.109 -0.459 1.735
H -3.459 0.824 -1.867
C -2.640 0.095 -1.894
H 1.040 -4.399 0.388
H 2.411 -2.827 -2.050
C 0.568 0.943 -5.880
S -1.269 -0.724 4.044
O -0.259 -1.548 3.286
H -1.812 3.124 -4.934
H -1.775 -2.683 -2.020
H -1.901 0.395 -2.634
C -0.121 3.279 2.621
H 0.777 -3.067 1.501
H -1.101 3.104 3.112
H 3.179 -1.493 1.891
C -1.202 -3.280 -1.297
H -3.560 -1.464 0.262
C 2.510 -0.645 2.107
H 3.021 0.036 2.813
H 3.632 -1.405 -0.377
H -1.097 1.828 -6.893
C -2.718 1.696 0.412
H -0.373 -0.445 6.235
C 1.446 -2.409 -2.363
H 4.038 1.622 1.315
H 1.554 -1.397 -2.813
H -1.754 -2.002 6.017
C -0.231 2.416 -3.632
H -1.978 -1.814 1.181
H 4.479 0.113 -0.026
P -1.923 0.159 -0.254
H -3.021 -0.914 -2.064
C -0.429 0.185 5.337
H -1.797 -3.538 -0.401
C -0.910 2.484 -4.829
C 0.817 1.431 -3.510
C 3.568 -0.325 -0.436
H 0.881 0.322 -6.712
H -0.621 1.111 -0.112
H -2.204 2.608 0.082
H -2.711 1.669 1.507
O 1.408 0.911 -2.423
C -0.571 1.748 -5.941
H 1.076 3.946 0.945
C 2.972 1.827 1.072
C 1.371 0.910 -4.743
P 0.373 -2.340 -0.868
H -2.285 -2.837 4.501
H -0.662 2.990 -2.782
H -0.726 4.056 0.709
Ru 0.476 -0.102 -1.029
C -2.733 -1.058 0.876
H 3.418 0.010 -1.461
H 2.496 2.272 1.961
H 1.023 -3.110 -3.095
H -3.245 -1.452 5.159
H -1.018 1.089 5.536
H 2.193 0.202 -4.678
P 2.118 0.238 0.513
```

These are the Mulliken partial charges, in e, on atoms 1 to 4: atom 1 (C): -1.15, atom 2 (H): -0.17, atom 3 (C): -0.66, atom 4 (H): 0.38

---

Per-record electronic energy, eV: -38728.52617, -190974.31234, -14394.16300, -65730.82804